20
Properties=species:S:1:pos:R:3:forces:R:3 method="wB97M-V/def2-TZVPD" e_homo_ha=-0.3308 lumo_ev=0.084 charge=0 orbital_gap_ev=9.1 de_lowest_ev=0.265 multiplicity=1 total_energy_ha=-949.82074
C -1.782 -2.396 -0.417 -2.18 -1.38 -2.38
C -1.950 -1.471 0.555 0.34 0.12 0.44
C -0.815 -2.321 -1.395 0.81 1.18 1.70
C -0.950 -0.569 0.731 0.02 2.49 1.10
C 0.145 -1.353 -1.225 1.02 -1.14 -0.73
C 0.161 -0.535 -0.106 0.13 -0.29 0.03
C 1.220 1.340 1.209 -2.21 2.59 -0.13
C 1.306 0.401 0.058 -0.84 0.40 -0.53
P 1.365 1.342 -1.543 1.20 1.53 -0.05
I 3.266 -0.564 0.123 -0.31 -0.06 0.10
H -2.636 -2.977 -0.712 -0.28 -0.88 0.53
H -2.810 -1.400 1.186 -0.47 -0.27 0.09
H -0.634 -2.986 -2.187 -0.61 -0.95 -0.92
H -1.232 0.271 1.422 1.11 -0.95 -0.38
H 0.932 -1.425 -1.994 0.01 0.72 0.75
H 2.010 2.095 1.146 -0.11 -0.27 0.28
H 0.194 1.956 1.210 2.07 -1.21 -0.47
H 1.193 0.907 2.165 0.36 -0.97 1.30
H 0.169 2.106 -1.621 -0.52 -0.60 0.43
H 1.868 2.434 -0.744 0.45 -0.07 -1.14